No. 1
Computed, not measured: the ion C15H23FI2N3O2 with charge +1, with wB97M-V/def2-TZVPD.

Calculated values
Charge ... +1
Calculated total energy ... -43404.62260 eV
Multiplicity ... 1
HOMO energy ... -12.113 eV
LUMO level ... -4.7 eV
SMILES ... CCOCc1c(CC(=O)F)c(C[C@@H](C)I)c(N)n[n+]1C[C@H](C)I

Geometry as XYZ:
```
46
Properties=species:S:1:pos:R:3:lowdin_charge:R:1
C 1.53483 3.13041 -0.07796 -0.03
C 0.29873 3.31413 -1.01618 -0.20
O -0.93296 2.94783 -0.39076 -0.13
C -1.33486 1.62800 -0.66502 -0.11
C -0.42699 0.55302 -0.06949 -0.07
C 0.26480 -0.34552 -0.93391 -0.04
C 0.15419 -0.28077 -2.44461 -0.01
C 1.16226 0.63988 -3.12113 -0.42
O 0.80047 1.46997 -3.90985 0.16
F 2.47134 0.53463 -2.82753 0.13
C 1.04917 -1.33512 -0.35864 -0.07
C 1.79310 -2.36916 -1.15601 -0.18
C 1.49991 -3.84645 -0.70922 -0.79
C 0.06801 -4.06334 -0.17886 -0.16
I 1.96633 -5.26712 -2.24635 0.88
C 1.11537 -1.33158 1.06575 -0.27
N 1.89466 -2.31400 1.70227 0.14
N 0.47623 -0.49819 1.82889 0.22
N -0.27422 0.38446 1.22009 -0.04
C -1.03137 1.29020 2.12624 -0.17
C -2.51988 0.81888 2.27364 -0.70
C -3.55584 1.95332 2.07816 -0.16
I -2.77033 0.08679 4.31922 0.87
H 2.17603 2.35904 -0.51963 0.07
H 1.18600 2.75423 0.89012 0.06
H 2.06063 4.07115 0.07795 0.08
H 0.22551 4.39181 -1.19666 0.13
H 0.44320 2.85843 -1.99817 0.10
H -2.32318 1.50395 -0.20596 0.12
H -1.48044 1.51303 -1.74131 0.14
H -0.83636 -0.00033 -2.79469 0.13
H 0.32273 -1.28207 -2.85481 0.13
H 1.60252 -2.33252 -2.22720 0.07
H 2.87222 -2.22608 -1.00738 0.14
H 2.17379 -4.05615 0.11838 0.05
H -0.31700 -5.04701 -0.46020 0.05
H -0.66284 -3.32954 -0.54313 0.08
H 0.03268 -4.04250 0.91673 0.08
H 2.87221 -2.01896 1.68744 0.13
H 1.64882 -2.28462 2.69223 0.12
H -0.58022 1.19770 3.11443 0.07
H -0.92429 2.33706 1.83856 0.12
H -2.66311 -0.04501 1.62212 0.08
H -4.00075 1.84972 1.07947 0.08
H -4.38049 1.77465 2.76954 0.04
H -3.15062 2.95376 2.23346 0.09
```

No. 2
Computed, not measured: an isolated molecule of C6H13N3O, with wB97M-V/def2-TZVPD.

Calculated values
Charge ... 0
Energy relative to the best compared isomer or geometry (same formula, charge and spin) ... 202.17 kJ/mol
Calculated total energy ... -12949.62050 eV
Multiplicity ... 1
HOMO energy ... -9.080 eV
LUMO level ... 0.8 eV
SMILES ... [H]/N=C(\CC(=O)N(C)C)NC

Geometry as XYZ:
```
23
Properties=species:S:1:pos:R:3:lowdin_charge:R:1
C -0.70607 -0.00842 1.31831 -0.03
C 1.73573 2.21308 0.27937 -0.08
C 1.35368 0.41934 -1.28584 -0.07
C -1.93267 -1.30718 -1.09229 -0.08
N 1.08806 0.92119 0.06354 -0.20
N -0.84674 -1.86338 -0.31136 -0.04
C -0.34955 1.02557 0.29272 -0.48
C -0.55847 -1.47872 0.97497 -0.47
N -0.13295 -2.37496 1.76613 0.12
O -1.03032 1.94520 -0.07406 0.12
H -0.73117 -2.86374 -0.41703 0.13
H 0.23984 -2.02061 2.64024 0.04
H -1.71743 0.18185 1.68321 0.13
H 0.25136 0.21472 1.94805 0.17
H 2.80735 2.08977 0.12945 0.09
H 1.54601 2.53046 1.30452 0.09
H 1.37592 2.98577 -0.41019 0.09
H 0.94047 1.08488 -2.05546 0.09
H 2.43142 0.34661 -1.42519 0.09
H 0.88841 -0.55722 -1.40056 0.07
H -1.93347 -0.22106 -1.05196 0.07
H -1.80569 -1.61022 -2.13194 0.09
H -2.91373 -1.65294 -0.74461 0.09
```